Formula: C20H54N15O11
Source: OMol25
Level of theory: wB97M-V/def2-TZVPD

* lowest unoccupied orbital energy (alpha / beta): 0.0141 / 0.0117 hartree
* spin multiplicity: 2
* largest force on an atom: 3.56 eV Å⁻¹
* HOMO level (alpha / beta): -8.292 / -9.305 eV
* DFT total energy: -2443.40542 Eh

CARTESIAN COORDINATES (ANGSTROEM)
H (2.567, -1.156, -1.966)
H (7.980, -0.886, -4.348)
H (5.481, 1.004, -5.912)
N (-3.723, 7.380, 3.450)
H (-1.125, -1.845, 0.665)
C (2.634, -1.416, 2.196)
H (-2.771, -3.247, 0.300)
C (3.621, -1.466, -1.564)
H (-4.481, 6.729, 3.338)
H (-0.301, 5.452, -3.440)
N (-2.224, -3.662, -4.066)
H (4.450, -1.995, 3.590)
C (3.870, -1.021, 0.029)
N (-2.052, -4.878, 1.783)
C (6.335, 0.267, -4.164)
N (-5.906, -5.056, 0.315)
O (-4.323, -4.120, -4.745)
H (0.623, -2.440, 2.748)
C (-1.327, 1.305, 0.346)
N (-4.878, 8.523, 5.026)
C (-1.165, -5.563, 2.528)
H (1.412, 2.981, 0.390)
C (-3.745, 8.415, 4.310)
H (7.358, -0.330, -5.874)
O (1.195, 3.503, -3.680)
H (0.939, 1.587, -0.787)
H (3.401, -0.556, 4.212)
H (0.619, -0.721, 1.388)
H (-2.268, 1.341, 1.040)
H (3.875, -2.614, -1.710)
N (3.048, -1.967, 0.857)
H (-2.888, 7.263, 2.892)
H (1.182, 0.224, 2.968)
H (2.025, -2.559, 4.099)
H (5.970, -1.891, -0.633)
C (1.059, 1.843, 0.348)
H (2.078, -3.708, 2.517)
H (-2.558, -3.537, -3.119)
N (-2.638, -4.135, -6.240)
O (-2.778, -3.266, -0.721)
N (7.293, -0.359, -4.871)
H (0.030, 3.958, 1.609)
H (-1.243, -3.543, -4.258)
N (-0.716, 2.309, -3.670)
N (5.448, 0.952, -4.908)
O (-4.995, -3.242, 1.293)
C (1.781, -2.641, 2.953)
H (-1.009, 7.740, 2.453)
H (-7.840, -4.544, 1.806)
H (-0.142, -6.161, 0.817)
H (-0.182, 1.455, -3.769)
O (-1.225, -5.612, 3.746)
C (-5.927, -4.020, 1.174)
C (-0.024, 3.461, -3.616)
H (-1.665, -4.025, -6.471)
N (-0.783, 4.564, -3.484)
H (-2.019, -4.826, 0.779)
O (-0.175, 1.751, 1.144)
H (0.480, -6.716, 2.343)
H (-6.664, -5.707, 0.202)
H (3.232, 0.961, -0.967)
H (-7.118, -3.147, 2.549)
N (-0.349, 6.977, 2.528)
N (-7.061, -3.913, 1.890)
O (2.041, -2.544, 0.180)
C (3.856, -1.030, 3.215)
N (0.237, 4.844, 2.052)
C (2.269, 0.979, 1.099)
O (6.275, 0.218, -2.945)
N (-0.207, -6.189, 1.821)
H (2.713, 1.729, 1.915)
H (-2.766, -0.775, 0.897)
H (5.641, -1.921, 1.227)
H (4.458, -0.882, -2.174)
H (-3.292, -4.376, -6.974)
C (3.501, 0.559, 0.124)
H (6.108, -0.240, 0.312)
H (-4.935, 9.289, 5.685)
H (1.100, 4.946, 2.560)
C (-2.598, -1.857, -1.103)
H (-1.879, -1.814, -2.042)
H (-2.789, -4.392, 2.276)
C (5.512, -1.246, 0.258)
H (-5.657, 7.892, 4.942)
H (0.503, 7.118, 3.045)
H (4.569, -0.239, 2.716)
C (-0.676, 5.823, 1.920)
H (-1.719, 2.255, -3.619)
H (-5.071, -5.173, -0.244)
C (-1.884, -1.072, 0.190)
H (4.711, 1.438, -4.415)
O (-1.716, 5.676, 1.298)
H (-1.787, 4.550, -3.430)
H (-1.500, 2.149, -0.480)
O (-2.812, 9.194, 4.429)
C (-3.137, -3.981, -5.001)
C (1.542, -0.227, 1.923)
H (4.454, 1.173, 0.453)
H (-3.635, -1.378, -1.361)
O (-1.133, 0.049, -0.390)

Atomic forces in eV per Å
1.950 -0.831 0.920
-0.264 0.209 -0.237
-0.004 -0.006 0.210
0.416 -0.691 -0.829
-1.576 1.566 -0.713
-1.776 -1.364 2.078
-0.521 0.007 -2.451
1.368 0.419 -0.035
0.201 0.106 -0.025
-0.227 -0.343 0.022
0.585 0.360 1.199
-1.229 2.109 -1.184
1.587 -0.100 -3.188
-1.126 0.879 -0.377
-0.112 0.075 0.586
0.503 -0.793 -0.847
-0.060 -0.016 -0.031
2.574 -0.721 0.632
-0.207 1.902 -1.124
-1.086 0.558 1.062
0.036 -0.012 0.848
-0.821 -2.302 -0.271
0.491 0.153 -0.135
-0.021 0.005 0.207
0.185 -0.055 0.000
-0.010 0.125 2.238
0.805 -0.920 -2.358
2.069 1.163 0.872
1.970 -0.512 -1.110
-0.897 2.382 0.383
-1.766 1.139 -0.927
-0.499 -0.283 0.082
0.706 -1.160 -2.309
-0.702 -0.356 -2.225
-1.127 1.524 1.856
1.758 1.087 0.019
-0.627 2.433 1.049
0.152 -0.161 -0.228
0.130 -0.271 -1.606
0.417 1.519 1.699
1.236 -0.867 -0.347
0.011 0.060 0.239
-0.180 -0.050 0.041
-0.334 -1.478 -0.097
-1.109 0.776 -0.337
0.442 0.303 0.253
-0.067 0.482 -0.381
0.469 -0.076 0.118
0.172 0.121 -0.001
0.002 0.060 0.184
-0.258 0.306 0.072
0.004 -0.011 0.059
0.216 -0.016 -0.136
0.660 0.124 -0.028
-0.197 -0.026 0.061
-0.380 1.373 0.086
0.101 -0.205 0.115
-0.433 -1.024 -2.056
-0.271 0.227 -0.232
0.150 0.146 0.024
0.670 -1.024 2.261
-0.010 -0.326 -0.246
-0.172 1.315 0.372
-0.930 0.580 0.950
2.115 0.980 1.835
-0.082 0.269 0.099
0.525 -1.070 -0.179
-1.005 0.671 0.788
0.069 -0.008 0.157
1.194 -0.892 -0.374
-0.957 -1.698 -1.696
1.944 -0.329 -1.056
-0.050 1.688 -1.905
-1.857 -1.077 1.290
0.289 0.097 0.286
-0.298 1.045 -0.277
-1.250 -1.979 0.023
-0.006 -0.325 -0.262
-0.188 0.017 -0.087
0.718 0.495 0.510
-1.478 0.037 2.048
0.075 -0.178 -0.189
-0.291 -1.214 0.232
0.179 0.123 0.003
-0.209 -0.004 -0.061
-1.216 -1.629 1.126
0.030 -0.196 -0.126
0.191 -0.002 0.010
-0.313 0.066 0.098
-0.399 -1.399 -1.661
0.226 -0.126 -0.215
-0.492 0.071 -0.120
0.199 0.005 0.026
0.429 -1.879 1.531
0.218 0.149 -0.009
-0.745 -0.064 0.325
1.003 0.047 0.687
-1.949 -1.363 -0.646
1.942 -0.840 0.457
-1.597 0.922 2.608